Entry 1:
{
  "formula": "C4H9N3P",
  "method": "ωB97M-V/def2-TZVPD",
  "elements": ["C", "C", "C", "C", "N", "N", "N", "P", "H", "H", "H", "H", "H", "H", "H", "H", "H"],
  "xyz": [[0.169, 0.487, 2.170], [0.735, 1.441, 1.378], [-0.589, -0.439, 1.233], [-0.256, 0.003, -0.170], [0.519, 2.563, -0.848], [0.380, 1.210, 0.091], [-1.162, -0.203, -1.189], [1.656, -1.109, -0.606], [0.211, 0.284, 3.220], [1.109, 2.496, 1.609], [-0.552, -1.590, 1.604], [-1.647, -0.041, 1.439], [-0.017, 2.398, -1.606], [-1.690, -1.113, -1.092], [-0.905, -0.137, -2.176], [0.914, -1.702, -1.805], [1.443, -2.329, 0.064]],
  "energy_ha": -662.95009,
  "homo_lumo_gap_ev": [6.7, 7.1],
  "total_charge": 1,
  "relative_energy_ev": 6.429,
  "smiles": "[H]/N=[N+]1/C=CC[C@]1(N)P"
}

***

Entry 2:
{
  "formula": "C23H23BNO14",
  "method": "ωB97M-V/def2-TZVPD",
  "elements": ["C", "B", "O", "C", "C", "C", "C", "N", "O", "H", "H", "H", "H", "H", "H", "H", "H", "H", "H", "H", "C", "C", "C", "O", "C", "C", "C", "O", "O", "O", "H", "H", "H", "H", "C", "C", "C", "O", "C", "C", "C", "O", "O", "O", "H", "H", "H", "H", "C", "C", "C", "O", "C", "C", "C", "O", "O", "O", "H", "H", "H", "H"],
  "xyz": [[-0.893, 2.115, 1.470], [-1.804, 3.303, 2.070], [-1.782, 3.371, 3.570], [-1.933, 4.733, 3.855], [-0.987, 5.382, 2.839], [-1.212, 6.895, 2.610], [-1.948, 7.144, 1.322], [-3.214, 7.271, 1.275], [-1.261, 4.675, 1.665], [-1.115, 1.138, 1.902], [-0.965, 2.051, 0.377], [0.162, 2.324, 1.705], [-3.003, 3.220, 1.699], [-2.963, 5.052, 3.619], [-1.632, 4.955, 4.886], [0.035, 5.206, 3.222], [-1.757, 7.369, 3.431], [-0.229, 7.375, 2.532], [-1.325, 7.235, 0.423], [-3.509, 7.415, 0.309], [0.293, -4.046, -0.296], [0.689, -2.901, 0.281], [-0.292, -1.819, 0.682], [0.171, -0.826, 1.203], [-1.700, -2.019, 0.413], [-2.091, -3.157, -0.167], [-1.118, -4.247, -0.547], [-1.588, -5.252, -1.059], [-3.357, -3.440, -0.473], [1.949, -2.599, 0.556], [0.982, -4.827, -0.587], [-2.382, -1.226, 0.687], [-3.333, -4.327, -0.881], [1.908, -1.706, 0.966], [7.547, -5.242, 1.243], [8.230, -4.519, 0.344], [7.587, -3.411, -0.466], [8.321, -2.818, -1.240], [6.184, -3.137, -0.279], [5.494, -3.860, 0.620], [6.144, -4.954, 1.445], [5.427, -5.536, 2.240], [4.209, -3.689, 0.863], [9.515, -4.693, 0.075], [7.999, -6.032, 1.825], [5.729, -2.355, -0.869], [3.974, -4.338, 1.557], [9.730, -4.025, -0.609], [-3.746, 0.321, -5.189], [-2.799, -0.277, -4.453], [-2.924, -0.448, -2.952], [-2.006, -1.028, -2.399], [-4.093, 0.076, -2.285], [-5.038, 0.678, -3.020], [-4.926, 0.826, -4.524], [-5.857, 1.373, -5.092], [-6.149, 1.192, -2.517], [-1.678, -0.777, -4.950], [-3.666, 0.444, -6.260], [-4.167, -0.031, -1.212], [-6.642, 1.563, -3.275], [-1.193, -1.142, -4.180]],
  "energy_ha": -2023.26202,
  "homo_lumo_gap_ev": 3.6,
  "total_charge": -1,
  "relative_energy_ev": 0.000
}

***

Entry 3:
{
  "formula": "CH3FN2O",
  "method": "ωB97M-V/def2-TZVPD",
  "elements": ["C", "N", "N", "O", "F", "H", "H", "H"],
  "xyz": [[0.056, 0.583, 0.020], [-1.302, -1.255, 0.700], [-0.453, -0.727, 0.002], [1.401, 0.531, 0.028], [-0.114, 1.981, 0.998], [-0.413, 1.076, -0.847], [-1.459, -2.220, 0.366], [1.730, 1.438, 0.099]],
  "energy_ha": -324.41465,
  "homo_lumo_gap_ev": 10.0,
  "total_charge": 0,
  "relative_energy_ev": 2.496
}

***

Entry 4:
{
  "formula": "C55H46MoN4O7P2S2Si",
  "method": "ωB97M-V/def2-TZVPD",
  "elements": ["Mo", "C", "Si", "C", "C", "C", "C", "C", "C", "P", "C", "C", "C", "C", "C", "C", "C", "C", "C", "C", "C", "C", "C", "C", "C", "C", "C", "C", "P", "C", "C", "C", "C", "C", "C", "C", "C", "C", "C", "C", "C", "H", "H", "H", "H", "H", "H", "H", "H", "H", "H", "H", "H", "H", "H", "H", "H", "H", "H", "H", "H", "H", "H", "H", "H", "H", "H", "H", "H", "H", "H", "H", "O", "C", "O", "C", "C", "N", "N", "C", "C", "O", "O", "H", "H", "H", "O", "S", "N", "O", "C", "O", "C", "C", "C", "C", "S", "C", "C", "H", "H", "H", "H", "H", "C", "C", "C", "C", "N", "C", "C", "H", "H", "H", "H", "H", "H", "H"],
  "xyz": [[0.195, 0.591, 0.308], [-2.756, 3.035, -0.586], [-1.984, 1.279, -0.583], [-3.236, 0.220, 0.423], [-4.542, 0.628, 0.722], [-5.449, -0.222, 1.339], [-5.084, -1.532, 1.620], [-3.794, -1.962, 1.344], [-2.848, -1.082, 0.812], [-1.072, -1.519, 0.511], [-0.524, -2.634, 1.893], [0.800, -3.081, 1.833], [1.355, -3.841, 2.852], [0.614, -4.134, 3.987], [-0.679, -3.646, 4.095], [-1.240, -2.904, 3.060], [-1.223, -2.679, -0.936], [-0.334, -3.723, -1.192], [-0.470, -4.520, -2.322], [-1.498, -4.293, -3.225], [-2.399, -3.266, -2.978], [-2.263, -2.475, -1.845], [-2.387, 0.754, -2.377], [-3.732, 0.723, -2.765], [-4.127, 0.411, -4.054], [-3.166, 0.130, -5.015], [-1.826, 0.141, -4.666], [-1.428, 0.428, -3.350], [0.370, 0.506, -3.065], [1.059, -0.427, -4.438], [1.833, 0.137, -5.441], [2.325, -0.666, -6.466], [2.040, -2.021, -6.483], [1.254, -2.586, -5.482], [0.766, -1.794, -4.462], [0.812, 2.246, -3.287], [-0.184, 3.204, -3.479], [0.156, 4.540, -3.659], [1.488, 4.927, -3.656], [2.486, 3.975, -3.482], [2.152, 2.643, -3.299], [-3.726, 3.059, -1.096], [-2.110, 3.744, -1.124], [-2.917, 3.420, 0.428], [-4.864, 1.630, 0.448], [-6.449, 0.126, 1.573], [-5.804, -2.219, 2.049], [-3.532, -2.996, 1.526], [1.432, -2.777, 1.007], [2.384, -4.174, 2.775], [1.054, -4.709, 4.793], [-1.258, -3.835, 4.991], [-2.235, -2.506, 3.193], [0.475, -3.943, -0.512], [0.237, -5.323, -2.490], [-1.603, -4.917, -4.104], [-3.219, -3.077, -3.661], [-2.994, -1.700, -1.663], [-4.494, 0.941, -2.022], [-5.179, 0.394, -4.313], [-3.455, -0.098, -6.033], [-1.095, -0.079, -5.429], [2.052, 1.196, -5.438], [2.932, -0.227, -7.248], [2.430, -2.644, -7.279], [1.033, -3.646, -5.493], [0.160, -2.234, -3.676], [-1.227, 2.913, -3.492], [-0.625, 5.275, -3.805], [1.754, 5.968, -3.790], [3.527, 4.277, -3.476], [2.935, 1.907, -3.166], [5.462, 4.015, 0.245], [4.338, 4.637, -0.081], [4.319, 5.795, -0.418], [3.058, 3.868, -0.007], [1.847, 4.524, -0.032], [0.900, 3.592, -0.029], [1.392, 2.342, 0.002], [2.721, 2.501, -0.015], [3.693, 1.380, -0.279], [4.840, 1.443, 0.067], [3.322, 0.536, -1.286], [5.306, 3.047, 0.331], [1.636, 5.580, -0.075], [-0.097, 3.688, -0.150], [2.892, -1.505, -2.557], [2.338, -0.895, -1.363], [0.858, -0.177, -1.649], [3.682, -2.923, 7.767], [3.968, -3.341, 6.506], [4.529, -4.388, 6.347], [3.547, -2.441, 5.392], [4.211, -2.547, 4.173], [3.825, -1.777, 3.092], [2.743, -0.886, 3.182], [2.264, 0.014, 1.755], [2.106, -0.761, 4.420], [2.500, -1.532, 5.504], [3.340, -2.022, 7.734], [5.030, -3.251, 4.089], [4.345, -1.866, 2.146], [1.304, -0.046, 4.539], [1.947, -1.432, 6.433], [-2.808, 2.268, 5.868], [-2.064, 1.938, 4.607], [-1.502, 0.686, 4.396], [-0.817, 0.422, 3.228], [-0.677, 1.315, 2.235], [-1.204, 2.524, 2.450], [-1.884, 2.874, 3.598], [-3.355, 1.401, 6.237], [-3.513, 3.084, 5.711], [-2.110, 2.576, 6.650], [-1.585, -0.099, 5.139], [-0.350, -0.539, 3.072], [-1.091, 3.247, 1.659], [-2.284, 3.876, 3.690]],
  "energy_ha": -4706.06948,
  "homo_lumo_gap_ev": [6.7, 6.0],
  "total_charge": 0,
  "spin_multiplicity": 3,
  "relative_energy_ev": 0.405
}

***

Entry 5:
{
  "formula": "C17H18FN3O3RhSe3Te",
  "method": "ωB97M-V/def2-TZVPD",
  "elements": ["Rh", "F", "C", "C", "C", "C", "O", "C", "C", "N", "C", "C", "C", "C", "C", "C", "N", "C", "C", "N", "C", "C", "C", "O", "O", "H", "H", "H", "H", "H", "H", "H", "H", "H", "H", "H", "H", "H", "H", "H", "H", "H", "H", "Se", "Se", "Te", "Se"],
  "xyz": [[0.495, 0.554, 0.312], [-3.918, -4.342, 2.449], [-2.635, -4.151, 2.819], [-1.960, -3.064, 2.346], [-0.649, -2.823, 2.765], [0.057, -1.640, 2.262], [-0.530, -0.945, 1.400], [1.353, -1.407, 2.803], [1.876, -2.334, 3.655], [1.265, -3.468, 4.058], [1.936, -4.360, 4.976], [2.353, -5.718, 4.486], [3.383, -4.660, 4.748], [-0.036, -3.715, 3.654], [-0.741, -4.840, 4.101], [-2.040, -5.068, 3.695], [-2.723, -6.215, 4.201], [-3.649, -6.924, 3.326], [-4.020, -8.255, 4.009], [-3.014, -8.522, 5.089], [-3.136, -7.512, 6.199], [-3.258, -6.122, 5.553], [2.223, -0.171, 2.576], [3.338, -0.185, 3.063], [1.671, 0.821, 1.973], [-2.436, -2.371, 1.665], [2.869, -2.154, 4.044], [1.596, -4.267, 6.001], [2.141, -5.949, 3.451], [2.276, -6.550, 5.173], [3.860, -4.213, 3.888], [4.011, -4.748, 5.622], [-0.265, -5.552, 4.760], [-3.158, -7.105, 2.371], [-4.572, -6.373, 3.132], [-4.013, -9.092, 3.316], [-4.991, -8.215, 4.500], [-2.084, -8.412, 4.679], [-3.101, -9.471, 5.452], [-2.244, -7.610, 6.814], [-4.009, -7.782, 6.791], [-2.685, -5.401, 6.130], [-4.303, -5.788, 5.550], [1.803, -1.132, -0.759], [3.058, 0.347, -2.098], [1.328, 2.095, -1.505], [-0.782, 0.864, -1.781]],
  "energy_ha": -8731.11974,
  "homo_lumo_gap_ev": 5.8,
  "total_charge": 1
}

***

Entry 6:
{
  "formula": "C17H27NO4",
  "method": "ωB97M-V/def2-TZVPD",
  "elements": ["O", "O", "O", "O", "C", "C", "C", "C", "C", "C", "C", "N", "C", "C", "C", "C", "C", "C", "C", "C", "C", "C", "H", "H", "H", "H", "H", "H", "H", "H", "H", "H", "H", "H", "H", "H", "H", "H", "H", "H", "H", "H", "H", "H", "H", "H", "H", "H", "H"],
  "xyz": [[2.951, 1.628, -1.573], [-2.133, 0.650, -0.948], [1.336, -0.010, -1.432], [-0.832, 2.292, -3.264], [2.593, 0.450, -1.457], [-0.552, -1.521, 3.862], [-0.420, -0.287, 3.281], [-0.592, -1.641, 5.290], [-0.611, -0.268, 1.839], [-0.767, -2.841, 6.060], [-0.479, 0.701, 0.833], [4.510, -0.969, -2.192], [0.016, 3.333, -3.784], [-0.553, -2.893, 7.601], [-0.084, 2.102, 1.271], [3.433, -0.836, -1.257], [-1.900, -0.140, -4.768], [-2.654, 0.198, -2.260], [-0.793, 0.263, -0.588], [0.256, 0.877, -1.496], [-0.308, 0.985, -2.981], [-1.423, -0.113, -3.269], [-0.967, -2.393, 3.284], [-0.303, 0.596, 3.853], [-0.458, -0.759, 5.912], [-0.976, -1.134, 1.379], [-0.920, -3.824, 5.497], [5.122, -1.767, -2.162], [4.976, -0.097, -2.215], [1.079, 3.173, -3.335], [0.059, 3.139, -4.859], [-0.368, 4.246, -3.620], [-0.331, -1.878, 7.926], [-1.458, -3.252, 8.075], [0.260, -3.584, 7.786], [-0.743, 2.757, 0.709], [0.934, 2.294, 1.073], [-0.408, 2.364, 2.344], [2.874, -1.719, -1.269], [3.779, -0.613, -0.273], [-1.437, 0.608, -5.374], [-1.627, -1.079, -5.255], [-3.020, -0.149, -4.922], [-3.257, 1.072, -2.675], [-3.250, -0.725, -2.135], [-0.834, -0.799, -0.711], [0.690, 1.846, -1.217], [0.566, 0.842, -3.654], [-0.972, -1.129, -2.929]],
  "energy_ha": -1019.51905,
  "homo_lumo_gap_ev": 7.8,
  "total_charge": 0,
  "relative_energy_ev": 5.789,
  "smiles": "C/C=C/C=C/C=C(\\C)[C@H]1OC[C@@H](C)[C@@H](OC)[C@@H]1OC(=O)CN"
}